A 6-piece molecular cluster, C28H50NO7S overall at a distorted geometry. Source: the OMol25 dataset; level of theory: ωB97M-V/def2-TZVPD.

XYZ file:
```
87
C28H50NO7S, DFT ωB97M-V/def2-TZVPD
C -5.055 -7.558 -5.222
C -4.634 -6.265 -4.542
C -5.556 -5.466 -3.942
C -5.150 -4.321 -3.300
C -3.824 -4.005 -3.298
C -3.317 -2.776 -2.580
S -2.405 -3.471 -1.178
O -1.513 -2.290 -0.457
N -0.039 -2.414 -0.778
O 0.313 -3.484 -0.981
C -2.894 -4.799 -3.919
C -3.300 -5.939 -4.555
H -4.871 -8.363 -4.510
H -4.455 -7.674 -6.121
H -6.115 -7.529 -5.465
H -6.610 -5.707 -3.949
H -5.837 -3.662 -2.787
H -2.654 -2.198 -3.223
H -4.119 -2.121 -2.247
H -3.433 -3.841 -0.355
H -1.848 -4.512 -3.884
H -2.554 -6.548 -5.045
C 1.322 0.571 1.455
C 1.090 2.023 1.855
C 1.553 2.762 0.608
O 1.289 1.895 -0.503
C 0.964 0.594 -0.025
H 0.727 -0.144 2.025
H 2.377 0.314 1.580
H 0.025 2.198 2.022
H 1.627 2.324 2.753
H 2.630 2.956 0.638
H 1.034 3.709 0.463
H -0.113 0.436 -0.175
H 1.509 -0.154 -0.603
C -7.062 -4.138 1.838
C -7.821 -3.085 1.037
C -6.716 -2.472 0.193
O -5.754 -3.519 -0.042
C -6.048 -4.635 0.822
H -7.694 -4.935 2.225
H -6.552 -3.668 2.681
H -8.560 -3.568 0.395
H -8.335 -2.351 1.654
H -6.212 -1.660 0.724
H -7.077 -2.091 -0.763
H -6.461 -5.440 0.207
H -5.126 -4.991 1.286
C 4.227 3.566 -1.857
C 5.257 3.776 -0.755
C 6.531 3.997 -1.557
O 6.138 4.611 -2.786
C 4.715 4.534 -2.925
H 3.202 3.760 -1.547
H 4.282 2.539 -2.228
H 5.011 4.677 -0.186
H 5.334 2.941 -0.058
H 7.025 3.049 -1.793
H 7.245 4.640 -1.041
H 4.303 5.537 -2.767
H 4.465 4.212 -3.936
C -0.063 -2.440 4.507
C 0.739 -2.618 5.790
C 0.901 -1.176 6.252
O -0.258 -0.469 5.796
C -0.976 -1.279 4.867
H -0.610 -3.332 4.203
H 0.605 -2.152 3.690
H 0.154 -3.184 6.518
H 1.691 -3.128 5.649
H 1.784 -0.711 5.801
H 0.978 -1.086 7.336
H -1.891 -1.628 5.357
H -1.255 -0.678 3.999
C 7.278 8.555 -0.253
C 7.063 7.540 0.863
C 5.554 7.599 1.053
O 4.994 7.922 -0.222
C 6.040 8.335 -1.111
H 8.206 8.414 -0.804
H 7.276 9.567 0.159
H 7.359 6.545 0.520
H 7.614 7.764 1.775
H 5.272 8.387 1.760
H 5.137 6.653 1.404
H 6.201 7.536 -1.843
H 5.728 9.235 -1.643
```

Its gap between HOMO and LUMO is 5.60 eV. The calculated total energy comes out at -56491.937 eV. Its spin multiplicity is 1. Its charge is +1.

Just the Mulliken charges please, in e? Sure, here they are: C -1.50; C 1.05; C -0.88; C -0.28; C 0.65; C -1.02; S 0.39; O -0.17; N 0.47; O -0.27; C -0.31; C -0.79; H 0.30; H 0.40; H 0.37; H 0.38; H 0.26; H 0.48; H 0.40; H 0.18; H 0.38; H 0.42; C 0.04; C -0.68; C -0.29; O -0.45; C -0.16; H -0.24; H 0.33; H 0.27; H 0.37; H 0.07; H 0.37; H 0.17; H 0.19; C -0.58; C -0.63; C -0.45; O -0.26; C -0.41; H 0.34; H 0.27; H 0.27; H 0.36; H 0.31; H 0.30; H 0.28; H 0.26; C -0.30; C -0.17; C -0.43; O -0.42; C -0.52; H 0.19; H 0.22; H -0.06; H 0.43; H 0.31; H 0.21; H 0.24; H 0.33; C -0.31; C -0.58; C -0.41; O -0.40; C -0.41; H 0.37; H 0.09; H 0.27; H 0.34; H 0.24; H 0.28; H 0.31; H 0.22; C -0.59; C -0.25; C -0.46; O -0.41; C -0.29; H 0.34; H 0.27; H 0.02; H 0.36; H 0.32; H 0.22; H 0.14; H 0.31



A 9-piece molecular cluster, C28H51Cl8N5 overall at a distorted geometry. Source: the OMol25 dataset; level of theory: ωB97M-V/def2-TZVPD.

XYZ file:
```
92
C28H51Cl8N5, DFT ωB97M-V/def2-TZVPD
C 6.146 12.517 3.789
C 7.193 11.566 3.139
C 8.618 12.134 3.103
C 8.601 13.537 2.665
N 8.591 14.629 2.324
H 5.413 11.858 4.262
H 5.569 13.047 3.037
H 6.590 13.123 4.576
H 6.827 11.353 2.134
H 7.214 10.613 3.664
H 9.261 11.573 2.429
H 8.964 12.133 4.138
C 7.247 21.806 -1.769
C 7.190 23.269 -2.109
C 7.551 23.592 -3.567
C 6.819 22.908 -4.622
N 6.278 22.347 -5.464
H 8.215 21.320 -1.915
H 6.524 21.268 -2.382
H 7.042 21.690 -0.704
H 7.822 23.901 -1.470
H 6.270 23.803 -1.844
H 8.597 23.332 -3.777
H 7.537 24.664 -3.773
C 9.496 17.812 1.399
C 8.910 17.181 0.138
C 8.790 18.216 -0.976
C 10.041 18.455 -1.698
N 11.015 18.626 -2.274
H 10.443 18.294 1.140
H 9.724 17.015 2.103
H 8.773 18.514 1.813
H 7.953 16.743 0.433
H 9.525 16.306 -0.083
H 8.544 19.204 -0.579
H 8.068 17.887 -1.726
C 4.823 12.389 -0.670
C 5.075 13.780 -1.244
C 5.561 13.781 -2.696
C 6.397 14.908 -3.098
N 7.053 15.794 -3.419
H 4.136 11.831 -1.316
H 4.235 12.511 0.246
H 5.655 11.742 -0.401
H 5.862 14.194 -0.603
H 4.208 14.423 -1.119
H 4.652 13.781 -3.308
H 6.049 12.853 -2.999
C 7.114 23.757 3.481
C 6.907 22.822 2.288
C 7.435 21.403 2.504
C 8.735 21.365 3.183
N 9.758 21.336 3.701
H 6.780 23.399 4.455
H 6.752 24.769 3.305
H 8.194 23.864 3.630
H 7.404 23.172 1.378
H 5.846 22.821 2.032
H 7.643 20.963 1.526
H 6.691 20.839 3.068
Cl 3.934 21.749 -0.812
C 3.772 20.735 0.658
C 4.189 19.316 0.369
Cl 5.878 19.218 -0.182
H 2.729 20.776 0.969
H 4.319 21.289 1.416
H 3.607 18.863 -0.435
H 3.984 18.605 1.171
Cl 11.936 18.395 -5.664
C 10.212 18.848 -5.765
C 9.885 20.017 -4.838
Cl 10.650 21.533 -5.364
H 9.589 17.987 -5.539
H 10.010 19.143 -6.794
H 10.294 19.772 -3.859
H 8.800 20.057 -4.746
Cl 8.482 18.305 4.717
C 7.692 16.731 4.970
C 6.435 16.669 4.094
Cl 5.169 17.813 4.691
H 7.448 16.614 6.024
H 8.363 15.934 4.657
H 6.003 15.675 4.163
H 6.763 16.954 3.099
Cl 15.251 15.580 -2.467
C 13.723 16.371 -2.036
C 13.615 16.352 -0.511
Cl 13.447 14.706 0.217
H 12.957 15.700 -2.419
H 13.600 17.370 -2.438
H 12.725 16.889 -0.187
H 14.484 16.770 -0.013
```

Its gap between HOMO and LUMO is 10.15 eV. The calculation puts the relative energy (zero: lowest compared OMol25 entry of this formula, charge and spin) at 0.000 eV. The calculated total energy comes out at -137492.342 eV. Its spin multiplicity is 1. Its charge is 0. As for the SMILES: CCCC#N.CCCC#N.CCCC#N.CCCC#N.CCCC#N.ClCCCl.ClCCCl.ClCCCl.ClCCCl.

Just the Mulliken charges please, in e? Sure, here they are: C -0.99; C -0.32; C -0.48; C 0.18; N -0.30; H 0.42; H 0.22; H 0.26; H 0.13; H 0.33; H 0.33; H 0.27; C -0.11; C -0.74; C -0.51; C 0.21; N -0.52; H 0.27; H 0.44; H -0.47; H 0.34; H 0.43; H 0.20; H 0.43; C -0.90; C -0.09; C 0.58; C -0.03; N -0.59; H 0.40; H 0.44; H -0.13; H 0.12; H 0.44; H -0.67; H 0.50; C -1.34; C 0.04; C -0.53; C 0.20; N -0.40; H 0.36; H 0.35; H 0.34; H 0.01; H 0.34; H 0.30; H 0.35; C -1.43; C -0.16; C 1.49; C -0.21; N -0.53; H 0.32; H 0.40; H 0.37; H 0.08; H 0.23; H -0.79; H 0.28; Cl -0.16; C -0.15; C -0.80; Cl 0.05; H 0.39; H -0.06; H 0.34; H 0.33; Cl -0.18; C -0.52; C 0.20; Cl -0.22; H 0.30; H 0.40; H -0.31; H 0.28; Cl -0.13; C -0.51; C 0.17; Cl -0.21; H 0.46; H 0.17; H 0.08; H -0.09; Cl -0.21; C -0.30; C -0.08; Cl -0.20; H 0.25; H 0.27; H -0.13; H 0.39



Number 2 is which compound? C28H51Cl8N5



Number 1 is which compound? C28H50NO7S